ORCA calculation (wB97M-V/def2-TZVPD) on a 8-piece molecular cluster, C43H76Br2O19 overall in a non-equilibrium geometry.

Each line ends with the Mulliken charge.
Positions of all 140 atoms, in Å:
C -3.485 -4.409 3.167  -0.8771
C -3.852 -3.176 2.547  -0.0652
C -4.241 -1.762 1.816  1.2166
O -5.403 -0.983 2.254  0.0997
C -6.656 -1.412 1.620  -0.6336
C -7.312 -2.790 2.216  -0.0978
C -8.587 -2.342 3.201  -0.8390
C -3.791 -1.808 0.245  0.3642
O -4.449 -2.014 -0.896  -0.5963
O -2.303 -1.623 0.180  -0.1741
C -1.697 -1.403 1.535  0.1927
O -0.768 -0.268 1.221  -0.1653
C 0.526 -0.783 0.730  -0.6914
C 0.895 -0.351 -0.811  0.3096
C 0.322 -1.437 -1.945  -0.9903
O 0.489 1.038 -1.118  -0.3392
C -2.991 -0.779 2.336  -0.3322
C -2.924 -0.548 3.957  -0.1183
Br -2.021 -1.804 5.264  -0.0990
C -3.598 0.653 4.565  -0.1013
C -3.606 0.915 6.217  -0.9587
Br -4.574 2.068 3.487  -0.2110
H -2.887 -5.402 3.454  0.1136
H -7.450 -0.548 1.842  0.3904
H -6.622 -1.514 0.455  0.2499
H -6.606 -3.427 2.898  0.1527
H -7.754 -3.424 1.329  0.2657
H -8.709 -3.090 4.119  0.1105
H -8.430 -1.278 3.682  0.2806
H -9.611 -2.337 2.631  0.3037
H -1.202 -2.331 2.059  0.1835
H 0.515 -1.953 0.767  0.2787
H 1.358 -0.405 1.488  0.2763
H 2.084 -0.364 -0.892  0.2232
H -0.687 -1.026 -2.419  0.2745
H 1.069 -1.597 -2.832  0.2925
H 0.136 -2.475 -1.387  0.2291
H -0.180 1.047 -1.870  0.2240
H -3.218 0.190 1.677  0.3563
H -2.502 1.061 6.581  0.2774
H -4.267 1.879 6.454  0.3100
H -4.155 0.020 6.751  0.2860
C 0.091 6.169 -3.640  -0.8407
C 0.761 5.025 -4.373  -0.4000
O 2.143 4.907 -3.986  -0.3606
C 2.579 4.222 -2.905  0.7656
C 1.586 3.790 -1.870  -0.6358
O 3.782 4.025 -2.740  -0.6056
H 0.084 6.006 -2.559  0.0964
H -0.942 6.291 -3.979  0.3633
H 0.632 7.105 -3.815  0.3209
H 0.234 4.075 -4.246  0.3409
H 0.759 5.237 -5.448  0.3725
H 1.527 4.551 -1.086  0.1567
H 1.929 2.847 -1.431  0.1709
H 0.591 3.595 -2.267  0.2772
C -9.622 -1.906 9.548  -0.9732
C -9.640 -1.947 8.033  -0.3804
O -8.318 -2.172 7.510  -0.3240
C -7.755 -3.391 7.349  0.7919
C -8.395 -4.577 8.003  -1.0591
O -6.694 -3.509 6.738  -0.5544
H -9.292 -2.858 9.973  0.2670
H -10.617 -1.679 9.939  0.3557
H -8.921 -1.142 9.901  0.2972
H -10.350 -2.680 7.638  0.3320
H -9.961 -0.972 7.652  0.3230
H -7.934 -4.741 8.982  0.2693
H -8.222 -5.456 7.373  0.2952
H -9.474 -4.492 8.115  0.3607
C 4.259 3.055 -6.058  -1.0021
C 5.199 2.285 -5.151  0.2902
O 5.725 1.126 -5.823  -0.3774
C 6.811 1.134 -6.628  0.9196
C 7.353 2.448 -7.101  -1.1304
O 7.297 0.076 -7.024  -0.6523
H 4.775 3.433 -6.945  0.3104
H 3.819 3.903 -5.526  0.2055
H 3.454 2.404 -6.414  0.2865
H 6.005 2.908 -4.751  -0.0646
H 4.638 1.914 -4.287  0.2836
H 6.909 2.693 -8.071  0.2776
H 8.438 2.355 -7.216  0.3355
H 7.191 3.269 -6.406  0.3943
C 10.007 2.685 -1.369  -1.0136
C 9.433 1.955 -2.568  -0.4341
O 8.490 2.785 -3.270  -0.2726
C 8.822 3.690 -4.218  0.8970
C 10.259 4.086 -4.370  -1.3221
O 7.948 4.233 -4.891  -0.6206
H 10.562 3.578 -1.669  0.2660
H 10.680 2.033 -0.806  0.3746
H 9.203 3.021 -0.706  0.3051
H 10.207 1.579 -3.244  0.3434
H 8.876 1.079 -2.220  0.3688
H 10.454 4.978 -3.767  0.3086
H 10.446 4.316 -5.424  0.3082
H 10.964 3.301 -4.102  0.3929
C -3.195 5.584 2.015  -0.9100
C -2.342 5.462 0.768  -0.2804
O -1.054 6.074 0.966  -0.3875
C 0.009 5.456 1.526  0.7896
C -0.203 4.164 2.255  -0.8935
O 1.119 5.987 1.503  -0.6088
H -2.745 5.063 2.864  0.2243
H -4.192 5.168 1.843  0.3351
H -3.296 6.635 2.308  0.3050
H -2.239 4.427 0.427  0.2295
H -2.823 6.009 -0.049  0.3555
H -0.360 4.370 3.318  0.3131
H 0.695 3.548 2.137  0.2889
H -1.030 3.571 1.870  0.2643
C 5.053 -2.821 -11.082  -0.9161
C 3.817 -1.955 -10.944  -0.3821
O 2.958 -2.449 -9.900  -0.3795
C 3.090 -2.141 -8.590  0.6054
C 4.354 -1.485 -8.123  -0.6611
O 2.217 -2.463 -7.786  -0.6003
H 5.656 -2.809 -10.170  0.2705
H 5.675 -2.476 -11.913  0.3395
H 4.771 -3.864 -11.261  0.2930
H 4.055 -0.898 -10.791  0.3652
H 3.237 -2.008 -11.872  0.3041
H 5.055 -2.254 -7.783  0.2623
H 4.112 -0.823 -7.285  0.2367
H 4.831 -0.860 -8.875  0.2487
C -1.538 -7.695 5.642  -0.9828
C -0.551 -6.604 5.277  -0.4530
O -0.753 -5.436 6.094  -0.2812
C -0.212 -5.256 7.320  0.8073
C 0.401 -6.429 8.022  -1.0996
O -0.291 -4.163 7.878  -0.5685
H -1.407 -8.028 6.675  0.3238
H -1.419 -8.559 4.982  0.3697
H -2.565 -7.325 5.557  0.2960
H 0.489 -6.942 5.323  0.3583
H -0.728 -6.293 4.243  0.3319
H -0.350 -6.896 8.668  0.2528
H 1.232 -6.070 8.638  0.3187
H 0.822 -7.175 7.351  0.3426

The value obtained for the HOMO energy is -8.750 eV. As for the structure (SMILES): C#C[C@]1(OCCC)C(=O)O[C@@H](OC[C@@H](C)O)[C@@H]1/C(Br)=C(/C)Br.CCOC(C)=O.CCOC(C)=O.CCOC(C)=O.CCOC(C)=O.CCOC(C)=O.CCOC(C)=O.CCOC(C)=O. Its lowest unoccupied orbital energy is -0.05 eV.